[1]
Density functional theory data (ωB97M-V with the def2-TZVPD basis set) for a structure of composition C4H7NO at a distorted geometry.

Output
Kohn-Sham gap, eV: 9.6925
Total charge: 0
Relative energy (zero: lowest compared OMol25 entry of this formula, charge and spin), eV: 3.3633
Lowest unoccupied orbital energy, eV: 0.20

Each line ends with the natural charge from an NBO analysis.
Element x y z (Å)
O (1.36157, 1.97310, -0.17044)  -0.503
N (1.30848, -0.82942, -0.65084)  -0.591
C (0.16886, -0.55600, -0.13899)  0.260
C (0.40906, 1.41162, 0.27937)  0.445
C (0.23358, 0.03837, 1.23083)  -0.588
C (-1.08895, -0.73775, -0.91765)  -0.670
H (-0.63675, 1.75042, 0.05368)  0.126
H (2.06433, -0.42398, -0.07827)  0.340
H (0.87593, -0.64932, 1.83706)  0.249
H (-1.91490, -0.10097, -0.58014)  0.217
H (-0.51766, 0.45666, 1.87940)  0.230
H (-0.89205, -0.55498, -1.97656)  0.243
H (-1.37151, -1.77776, -0.76744)  0.244

---

[2]
Density functional theory data (ωB97M-V with the def2-TZVPD basis set) for the molecule C4H7NO at a distorted geometry.

Output
Kohn-Sham gap (spin up / spin down), eV: 8.3921 / 8.1837
Total charge: 0
Relative energy (zero: lowest compared OMol25 entry of this formula, charge and spin), eV: 4.2605
Lowest unoccupied orbital energy (spin up / spin down), eV: 0.97 / 0.74

Each line ends with the natural charge from an NBO analysis.
Element x y z (Å)
O (-0.29548, -1.23179, -0.01053)  -0.377
N (1.56152, -0.43894, 0.86227)  -0.612
C (-1.32397, 0.64933, -1.12931)  -0.668
C (0.67763, -1.52015, 0.84235)  0.189
C (-0.20635, 0.06882, -0.35368)  0.189
C (0.58352, 0.66398, 0.76262)  -0.297
H (1.79881, -0.38129, -0.18814)  0.319
H (-2.17869, 0.90252, -0.48663)  0.210
H (-0.98946, 1.56593, -1.62580)  0.228
H (-1.65645, -0.05006, -1.90108)  0.232
H (1.08992, 1.61143, 0.57979)  0.221
H (0.95382, -2.56061, 0.94867)  0.184
H (-0.01484, 0.72083, 1.69946)  0.184

---

[3]
Density functional theory data (ωB97M-V with the def2-TZVPD basis set) for the molecule C4H7NO at a distorted geometry.

Output
Kohn-Sham gap (spin up / spin down), eV: 9.3251 / 7.5078
Total charge: 0
Relative energy (zero: lowest compared OMol25 entry of this formula, charge and spin), eV: 6.2553
Lowest unoccupied orbital energy (spin up / spin down), eV: 0.66 / 0.03

Each line ends with the natural charge from an NBO analysis.
Element x y z (Å)
O (-1.33585, -0.66066, -2.16000)  -0.552
N (-1.62562, -0.02947, -0.93240)  -0.052
C (0.92944, 0.33161, -0.30589)  -0.367
C (-0.39864, -0.00108, 1.29325)  -0.109
C (1.07392, 0.29737, 1.22090)  -0.467
C (-0.56037, -0.23716, -0.13070)  -0.221
H (1.58405, -0.27963, -0.92876)  0.212
H (-1.12659, 0.28460, 2.05037)  0.192
H (-2.16180, -0.54219, -2.64464)  0.480
H (1.75004, -0.44867, 1.65603)  0.213
H (1.33919, 1.27710, 1.63948)  0.219
H (-0.33866, -1.33782, -0.05825)  0.241
H (0.87089, 1.34600, -0.69940)  0.212

---

[4]
Density functional theory data (ωB97M-V with the def2-TZVPD basis set) for a cluster of 2 separate species, C4H7NO in total.

Output
SMILES: C=C=NCC=O.[H][H]
Kohn-Sham gap, eV: 9.8264
Total charge: 0
Relative energy (zero: lowest compared OMol25 entry of this formula, charge and spin), eV: 3.4603
Lowest unoccupied orbital energy, eV: 0.98

Each line ends with the natural charge from an NBO analysis.
Element x y z (Å)
O (-0.82568, -1.48558, 0.78704)  -0.503
N (0.00844, 1.19149, 0.92659)  -0.447
C (1.03930, 0.56514, 0.70715)  0.454
C (-1.51671, -0.65715, 0.25258)  0.430
C (-1.22971, 0.83422, 0.26305)  -0.346
C (2.18910, -0.03109, 0.50472)  -0.649
H (0.14571, -0.73414, -2.26841)  -0.016
H (-2.06560, 1.33237, 0.77132)  0.229
H (2.86886, 0.34545, -0.25074)  0.243
H (2.45119, -0.91852, 1.06863)  0.252
H (0.61666, -0.69688, -1.69213)  0.010
H (-2.43821, -0.94375, -0.29607)  0.117
H (-1.24334, 1.19843, -0.77374)  0.226

---

[5]
Density functional theory data (ωB97M-V with the def2-TZVPD basis set) for a structure of composition C4H7NO.

Output
Kohn-Sham gap, eV: 9.1154
Total charge: 0
Relative energy (zero: lowest compared OMol25 entry of this formula, charge and spin), eV: 4.6171
Lowest unoccupied orbital energy, eV: 0.80

Each line ends with the natural charge from an NBO analysis.
Element x y z (Å)
O (-1.72311, -1.51903, -0.31726)  -0.680
N (0.69042, -1.46122, -0.73687)  -0.583
C (-0.38893, 1.17373, 1.23320)  -0.622
C (-0.21443, 0.29951, 0.02103)  -0.366
C (-0.51527, -1.06730, -0.21504)  0.549
C (1.11634, -0.01433, -0.69554)  -0.206
H (-0.37389, 2.23727, 0.95862)  0.216
H (1.22825, 0.39888, -1.70704)  0.196
H (0.40563, 1.01266, 1.97967)  0.202
H (0.73176, -2.01353, -1.59277)  0.385
H (-1.35386, 0.97459, 1.71588)  0.225
H (-1.64586, -0.21061, -0.48985)  0.491
H (2.04090, 0.13502, -0.12065)  0.193

---

[6]
Density functional theory data (ωB97M-V with the def2-TZVPD basis set) for the molecule C4H7NO.

Output
Kohn-Sham gap, eV: 8.5878
Total charge: 0
Relative energy (zero: lowest compared OMol25 entry of this formula, charge and spin), eV: 3.6339
Lowest unoccupied orbital energy, eV: 0.98

Each line ends with the natural charge from an NBO analysis.
Element x y z (Å)
O (1.65843, -0.06540, -0.30029)  -0.712
N (-0.96689, -0.18627, -0.36035)  -0.310
C (0.98774, 0.16912, -1.53138)  -0.113
C (-0.37263, -0.47799, -1.46816)  -0.143
C (-0.84113, 0.27030, 2.07560)  -0.709
C (-0.98896, 0.54758, 0.62643)  0.257
H (0.85514, 1.26208, -1.61231)  0.185
H (1.52897, -1.01357, -0.17431)  0.459
H (-1.88395, 0.25073, 2.41156)  0.251
H (1.60039, -0.17841, -2.37228)  0.174
H (-0.37383, 1.12306, 2.57853)  0.245
H (-0.85857, -1.03995, -2.25834)  0.207
H (-0.34471, -0.66130, 2.38531)  0.208

---

[7]
Density functional theory data (ωB97M-V with the def2-TZVPD basis set) for the molecule C4H7NO.

Output
Kohn-Sham gap, eV: 9.0951
Total charge: 0
Relative energy (zero: lowest compared OMol25 entry of this formula, charge and spin), eV: 5.0320
Lowest unoccupied orbital energy, eV: 0.68

Each line ends with the natural charge from an NBO analysis.
Element x y z (Å)
O (-1.36300, -1.77114, 0.85654)  -0.629
N (0.95937, 0.44941, -0.41018)  -0.380
C (0.19188, 1.56822, 0.12994)  -0.277
C (0.74530, -0.78644, 0.36772)  -0.390
C (-0.29530, 0.82656, -1.05467)  -0.276
C (-0.54130, -0.82357, 1.19979)  0.285
H (1.55881, -0.88522, 1.10243)  0.233
H (-1.07934, 0.08015, -0.97248)  0.184
H (-0.24667, 1.39188, 1.10139)  0.231
H (-1.06750, -2.35198, 0.11187)  0.447
H (0.80924, -1.62720, -0.34750)  0.162
H (0.57222, 2.56239, -0.08965)  0.202
H (-0.24371, 1.36694, -1.99519)  0.206

---

[8]
Density functional theory data (ωB97M-V with the def2-TZVPD basis set) for the molecule C4H7NO.

Output
Kohn-Sham gap, eV: 8.2990
Total charge: 0
Relative energy (zero: lowest compared OMol25 entry of this formula, charge and spin), eV: 4.3292
Lowest unoccupied orbital energy, eV: 0.93

Each line ends with the natural charge from an NBO analysis.
Element x y z (Å)
O (2.40755, 1.35353, -0.49229)  -0.652
N (0.71194, -0.05782, -0.05492)  -0.325
C (-0.50435, -0.81796, 0.09790)  -0.062
C (1.55886, 0.78289, 0.37026)  0.413
C (-1.73244, -0.07331, 0.56245)  -0.627
C (0.10783, -0.52448, -1.25874)  -0.438
H (-2.62850, -0.64043, 0.29182)  0.223
H (1.64412, 1.10342, 1.40183)  0.182
H (-0.33050, -1.77246, 0.60196)  0.188
H (-1.77751, 0.89303, 0.05361)  0.224
H (-1.74142, 0.08103, 1.64830)  0.203
H (0.67927, -1.36384, -1.67109)  0.172
H (2.04477, 1.16024, -1.37900)  0.499

---

Repeat the fifth record exactly.
Density functional theory data (ωB97M-V with the def2-TZVPD basis set) for a structure of composition C4H7NO.

Output
Kohn-Sham gap, eV: 9.1154
Total charge: 0
Relative energy (zero: lowest compared OMol25 entry of this formula, charge and spin), eV: 4.6171
Lowest unoccupied orbital energy, eV: 0.80

Each line ends with the natural charge from an NBO analysis.
Element x y z (Å)
O (-1.72311, -1.51903, -0.31726)  -0.680
N (0.69042, -1.46122, -0.73687)  -0.583
C (-0.38893, 1.17373, 1.23320)  -0.622
C (-0.21443, 0.29951, 0.02103)  -0.366
C (-0.51527, -1.06730, -0.21504)  0.549
C (1.11634, -0.01433, -0.69554)  -0.206
H (-0.37389, 2.23727, 0.95862)  0.216
H (1.22825, 0.39888, -1.70704)  0.196
H (0.40563, 1.01266, 1.97967)  0.202
H (0.73176, -2.01353, -1.59277)  0.385
H (-1.35386, 0.97459, 1.71588)  0.225
H (-1.64586, -0.21061, -0.48985)  0.491
H (2.04090, 0.13502, -0.12065)  0.193